1.
119
Properties=species:S:1:pos:R:3 method="wB97M-V/def2-TZVPD" homo_lumo_gap_ev="6.2 / 7.8" s2=8.781 total_charge=+2 max_force_ev_per_a=0.46 spin_multiplicity=6
Ru 0.084 0.092 0.379
C -1.327 -3.486 -0.010
C -0.940 -3.080 1.404
N 0.198 -2.129 1.506
C 0.513 -1.943 2.935
C 1.648 -0.975 3.126
N 1.362 0.360 2.563
C 0.973 1.352 3.600
C -0.523 1.513 3.807
C -1.162 2.417 2.771
N -1.341 1.789 1.439
C -2.769 1.589 1.113
C -2.931 0.741 -0.118
N -1.853 -1.119 -1.107
C -1.106 -2.419 -1.067
H -2.351 -3.846 0.001
H -0.700 -4.323 -0.334
H -0.708 -3.983 1.976
H -1.779 -2.608 1.893
H 1.007 -2.557 1.063
H 0.781 -2.894 3.402
H -0.390 -1.586 3.430
H 2.535 -1.376 2.645
H 1.876 -0.903 4.191
H 2.227 0.700 2.163
H 1.393 2.314 3.303
H 1.449 1.083 4.545
H -0.688 1.953 4.792
H -1.018 0.538 3.810
H -0.543 3.310 2.655
H -2.134 2.759 3.133
H -0.988 2.434 0.748
H -3.262 2.548 0.939
H -3.255 1.130 1.969
H -2.350 1.162 -0.936
H -3.976 0.734 -0.429
H -2.454 -1.140 -3.053
H -0.047 -2.176 -1.050
H -1.281 -2.865 -2.043
C -3.204 -0.948 3.019
C -4.132 -1.522 1.926
C -5.509 -0.835 2.003
C -3.592 -1.491 0.503
C -4.291 -2.081 -0.537
C -3.966 -1.893 -1.867
C -4.862 -2.290 -3.017
C -6.132 -1.428 -3.034
C -4.163 -2.230 -4.375
N -2.842 -1.123 -2.126
N -2.462 -0.652 0.121
B -0.274 0.207 -3.113
N -0.553 1.452 -2.445
N 0.101 1.847 -1.302
C -0.067 3.159 -1.222
C -0.889 3.618 -2.281
C -1.198 2.523 -3.031
C -2.026 2.443 -4.282
C -3.354 3.179 -4.078
C -1.245 3.009 -5.477
C 0.580 4.038 -0.174
C 1.001 5.367 -0.812
C 1.781 3.384 0.509
N 0.798 -0.677 -2.762
N 1.575 -0.489 -1.631
C 2.688 -1.168 -1.845
C 2.611 -1.881 -3.072
C 1.429 -1.542 -3.644
C 0.908 -2.001 -4.980
C 0.809 -0.894 -6.045
C -0.400 -2.786 -4.851
C 3.923 -1.088 -0.998
C 5.069 -0.528 -1.854
C 3.727 -0.240 0.243
H -2.973 -1.694 3.782
H -3.681 -0.112 3.537
H -2.265 -0.586 2.600
H -4.307 -2.578 2.151
H -5.427 0.232 1.773
H -5.925 -0.934 3.009
H -6.216 -1.278 1.300
H -5.164 -2.685 -0.306
H -5.163 -3.325 -2.839
H -5.878 -0.378 -3.213
H -6.669 -1.492 -2.087
H -6.805 -1.756 -3.829
H -3.887 -1.201 -4.637
H -4.838 -2.586 -5.155
H -3.271 -2.863 -4.409
H -0.908 -0.060 -4.074
H -1.195 4.635 -2.472
H -2.253 1.397 -4.487
H -3.191 4.246 -3.910
H -3.907 2.776 -3.225
H -3.974 3.073 -4.969
H -1.005 4.063 -5.312
H -1.844 2.935 -6.386
H -0.308 2.469 -5.638
H -0.175 4.283 0.583
H 1.660 5.191 -1.666
H 1.541 5.972 -0.083
H 0.143 5.947 -1.151
H 2.592 3.248 -0.211
H 1.538 2.410 0.926
H 2.145 4.020 1.318
H 3.375 -2.514 -3.504
H 1.671 -2.699 -5.321
H -0.140 -0.358 -5.992
H 0.873 -1.340 -7.039
H 1.624 -0.171 -5.954
H -1.214 -2.136 -4.520
H -0.303 -3.616 -4.147
H -0.683 -3.198 -5.821
H 4.190 -2.107 -0.709
H 4.811 0.467 -2.225
H 5.285 -1.167 -2.711
H 5.978 -0.448 -1.255
H 3.674 0.821 -0.025
H 4.549 -0.381 0.948
H 2.798 -0.520 0.727

---

2.
128
Properties=species:S:1:pos:R:3 method="wB97M-V/def2-TZVPD" de_lowest_ev=0.000 homo_lumo_gap_ev=6.4 total_charge=-2 max_force_ev_per_a=0.45
Y 0.757 1.592 0.420
C -0.300 -5.494 0.128
Si 0.953 -4.093 -0.164
C 2.377 -4.478 1.015
C 1.653 -4.399 -1.895
N 0.383 -2.536 -0.002
P -0.966 -1.730 0.186
C -1.054 -0.106 -0.228
P -1.256 0.648 -1.683
N -0.157 1.810 -1.902
Si 0.181 2.684 -3.333
C -1.004 2.298 -4.765
C 1.865 2.307 -4.075
C 0.050 4.559 -3.116
C -1.234 -0.475 -3.137
C -2.316 -0.782 -3.952
C -2.176 -1.677 -5.006
C -0.950 -2.271 -5.260
C 0.140 -1.974 -4.447
C -0.004 -1.089 -3.391
C -2.944 1.393 -1.757
C -3.162 2.739 -2.020
C -4.443 3.280 -1.960
C -5.525 2.473 -1.639
C -5.318 1.125 -1.366
C -4.036 0.596 -1.414
C -1.527 -1.863 1.936
C -0.982 -2.807 2.796
C -1.387 -2.883 4.124
C -2.351 -2.012 4.606
C -2.919 -1.075 3.751
C -2.507 -1.007 2.431
C -2.319 -2.703 -0.649
C -3.608 -2.838 -0.128
C -4.591 -3.544 -0.808
C -4.307 -4.138 -2.031
C -3.030 -4.020 -2.559
C -2.051 -3.317 -1.871
H 0.229 -6.445 0.254
H -0.891 -5.315 1.030
H -0.999 -5.604 -0.703
H 2.766 -5.486 0.841
H 3.198 -3.771 0.875
H 2.067 -4.416 2.063
H 2.220 -5.334 -1.941
H 0.870 -4.439 -2.657
H 2.328 -3.578 -2.153
H -0.822 1.311 -5.191
H -2.061 2.358 -4.497
H -0.819 3.038 -5.552
H 1.955 1.250 -4.338
H 2.003 2.895 -4.989
H 2.659 2.574 -3.380
H -0.384 5.026 -4.005
H -0.562 4.829 -2.252
H 1.041 4.987 -2.952
H -3.278 -0.319 -3.770
H -3.032 -1.910 -5.629
H -0.842 -2.969 -6.082
H 1.099 -2.447 -4.624
H 0.833 -0.880 -2.734
H -2.320 3.383 -2.243
H -4.589 4.336 -2.155
H -6.523 2.894 -1.587
H -6.153 0.485 -1.102
H -3.867 -0.445 -1.163
H -0.211 -3.472 2.427
H -0.930 -3.610 4.785
H -2.646 -2.047 5.648
H -3.663 -0.380 4.123
H -2.931 -0.273 1.755
H -3.849 -2.391 0.828
H -5.581 -3.634 -0.375
H -5.072 -4.688 -2.566
H -2.789 -4.474 -3.513
H -1.056 -3.240 -2.289
O 1.668 4.665 3.544
C 1.005 4.000 2.751
O 1.461 3.201 1.861
C -0.523 4.153 2.752
C -1.015 4.438 1.324
C -2.464 4.942 1.332
C -3.243 3.639 1.656
C -2.103 2.628 1.778
O -1.177 3.116 0.776
C -1.328 2.845 3.087
C -0.431 1.652 3.457
O -0.173 1.454 4.645
O -0.035 0.942 2.475
H -0.774 4.963 3.436
H -0.320 5.002 0.704
H -2.613 5.733 2.068
H -2.737 5.327 0.348
H -3.824 3.706 2.576
H -3.911 3.365 0.838
H -2.335 1.596 1.538
H -2.002 3.027 3.924
C 2.114 -1.322 3.075
P 2.773 -0.109 1.881
C 3.800 0.963 2.946
C 5.119 1.303 2.661
C 5.803 2.206 3.466
C 5.170 2.786 4.554
C 3.849 2.464 4.835
C 3.167 1.556 4.041
C 4.010 -1.116 0.976
C 3.869 -1.248 -0.402
C 4.744 -2.048 -1.129
C 5.766 -2.725 -0.484
C 5.915 -2.602 0.893
C 5.043 -1.803 1.614
H 1.401 -0.792 3.709
H 2.889 -1.803 3.673
H 1.567 -2.063 2.494
H 5.615 0.876 1.798
H 6.828 2.467 3.227
H 5.694 3.511 5.166
H 3.326 2.950 5.647
H 2.127 1.339 4.259
H 3.059 -0.728 -0.900
H 4.616 -2.145 -2.200
H 6.444 -3.353 -1.049
H 6.708 -3.134 1.404
H 5.159 -1.708 2.688
Cl 2.603 3.841 -0.995
C 3.035 2.099 -0.535
H 3.801 2.242 0.232
H 3.527 1.709 -1.432

---

3.
14
Properties=species:S:1:pos:R:3 method="wB97M-V/def2-TZVPD" de_lowest_ev=3.959 homo_lumo_gap_ev=9.2 total_charge=+1 max_force_ev_per_a=5.14
C 1.847 -1.093 1.003
C 0.521 -1.200 0.628
C -0.685 -0.609 -0.463
C -0.186 0.340 -1.508
N -0.845 0.782 -0.335
C -1.216 1.760 0.355
H 2.586 -0.465 0.546
H 2.147 -1.731 1.814
H -0.060 -1.902 1.218
H -1.518 -1.278 -0.561
H 0.881 0.526 -1.571
H -0.712 0.488 -2.444
H -1.739 1.606 1.292
H -1.022 2.775 0.026

---

4.
18
Properties=species:S:1:pos:R:3 method="wB97M-V/def2-TZVPD" de_lowest_ev=1.854 homo_lumo_gap_ev=10.6 max_force_ev_per_a=4.94
C 1.888 -0.910 -0.034
C 2.781 0.038 0.297
H 1.237 -1.368 0.749
H 1.980 -1.404 -1.054
H 2.737 0.466 1.270
H 3.654 0.511 -0.374
O -1.007 1.283 1.769
H -1.043 2.179 2.089
H -0.025 1.107 2.197
O -2.364 -1.366 1.420
H -1.824 -0.580 1.544
H -2.512 -1.713 2.292
O -1.235 -0.649 -1.438
H -1.895 -1.135 -0.936
H -0.415 -1.109 -1.291
O -0.333 1.493 -3.054
H -0.896 0.818 -2.687
H -0.730 2.339 -2.761

---

5.
140
Properties=species:S:1:pos:R:3 method="wB97M-V/def2-TZVPD" de_lowest_ev=4.741 homo_lumo_gap_ev=7.9 max_force_ev_per_a=4.42
C -20.579 24.137 0.466
S -21.045 23.549 -1.208
O -20.896 24.671 -2.220
C -19.570 22.450 -1.582
H -19.552 24.498 0.432
H -20.543 23.407 1.274
H -21.304 24.878 0.806
H -19.891 21.411 -1.508
H -18.643 22.689 -1.060
H -19.322 22.607 -2.631
C -19.852 22.258 -10.482
S -20.887 23.786 -11.023
O -22.223 23.212 -11.371
C -21.172 24.669 -9.347
H -20.485 21.391 -10.290
H -19.375 22.414 -9.515
H -19.089 21.761 -11.082
H -21.282 23.946 -8.538
H -22.126 25.147 -9.571
H -20.391 25.379 -9.079
C -24.766 30.121 -7.147
S -24.985 28.532 -6.272
O -26.426 28.211 -6.669
C -23.993 27.580 -7.477
H -23.754 30.511 -7.040
H -25.512 30.855 -6.842
H -25.037 30.134 -8.203
H -23.966 26.511 -7.262
H -22.998 28.020 -7.538
H -24.406 27.605 -8.485
C -22.616 18.419 -12.657
S -23.830 19.622 -13.292
O -24.943 19.590 -12.202
C -22.933 21.189 -12.947
H -23.036 17.428 -12.485
H -22.316 18.789 -11.676
H -21.679 18.239 -13.184
H -22.540 21.654 -13.852
H -22.166 20.985 -12.200
H -23.643 21.946 -12.615
C -21.874 22.687 -4.903
S -20.614 22.439 -6.212
O -19.513 22.154 -5.248
C -21.220 20.936 -7.092
H -21.955 21.702 -4.444
H -22.789 22.988 -5.414
H -21.552 23.380 -4.125
H -22.285 21.053 -7.292
H -21.052 19.948 -6.662
H -20.775 20.902 -8.086
C -14.368 21.696 -2.935
S -15.281 20.638 -4.024
O -14.535 19.267 -3.979
C -16.794 20.436 -3.115
H -14.952 22.525 -2.536
H -13.790 22.239 -3.682
H -13.632 21.154 -2.340
H -16.786 20.533 -2.030
H -17.153 19.422 -3.294
H -17.605 21.047 -3.511
C -21.018 16.701 -3.417
S -21.424 18.560 -3.668
O -21.013 19.247 -2.364
C -23.247 18.227 -3.636
H -20.004 16.315 -3.314
H -21.511 16.193 -4.246
H -21.505 16.576 -2.450
H -23.694 19.190 -3.389
H -23.571 17.335 -3.100
H -23.629 18.062 -4.643
N -29.539 22.799 -10.492
C -29.619 23.290 -9.184
C -28.530 22.856 -8.447
C -27.761 22.053 -9.242
C -28.371 22.037 -10.457
H -30.079 23.099 -11.291
H -30.470 23.891 -8.899
H -28.470 23.050 -7.386
H -26.805 21.584 -9.058
H -28.108 21.593 -11.406
N -17.383 24.187 -5.606
C -17.593 24.914 -4.510
C -16.875 26.051 -4.737
C -16.356 26.064 -5.982
C -16.645 24.825 -6.534
H -17.874 23.338 -5.851
H -18.311 24.619 -3.758
H -16.723 26.870 -4.049
H -15.701 26.836 -6.357
H -16.369 24.345 -7.461
N -23.881 23.939 -2.776
C -25.018 24.398 -3.450
C -25.725 23.257 -3.745
C -25.159 22.181 -3.012
C -23.989 22.604 -2.465
H -23.240 24.628 -2.408
H -25.142 25.399 -3.837
H -26.603 23.211 -4.372
H -25.745 21.279 -2.908
H -23.321 22.062 -1.812
N -25.341 17.334 -6.886
C -24.766 17.817 -8.049
C -25.243 19.061 -8.281
C -26.248 19.336 -7.311
C -26.215 18.286 -6.399
H -25.091 16.447 -6.474
H -24.132 17.151 -8.616
H -25.032 19.761 -9.076
H -26.759 20.285 -7.243
H -26.726 18.186 -5.453
N -15.642 18.126 -6.988
C -16.195 16.898 -7.384
C -17.250 17.149 -8.222
C -17.195 18.548 -8.495
C -16.076 19.084 -7.901
H -14.869 18.217 -6.344
H -15.839 16.004 -6.893
H -17.977 16.486 -8.667
H -17.880 19.096 -9.125
H -15.608 20.056 -7.958
N -20.144 14.691 -6.881
C -20.068 16.040 -6.960
C -21.329 16.517 -7.089
C -22.108 15.315 -7.184
C -21.372 14.221 -6.934
H -19.354 14.080 -6.729
H -19.161 16.624 -7.019
H -21.646 17.546 -7.177
H -23.146 15.221 -7.470
H -21.506 13.152 -6.855
N -24.615 29.986 -3.068
C -24.795 28.754 -2.514
C -23.661 27.954 -2.778
C -22.731 28.696 -3.408
C -23.301 30.003 -3.545
H -25.274 30.751 -3.087
H -25.679 28.647 -1.902
H -23.522 26.929 -2.469
H -21.817 28.386 -3.891
H -22.912 30.863 -4.071

---

6.
18
Properties=species:S:1:pos:R:3 method="wB97M-V/def2-TZVPD" de_lowest_ev=1.446 homo_lumo_gap_ev=11.4 max_force_ev_per_a=4.11
O 0.819 1.901 0.427
H 1.653 1.330 0.366
H 0.991 2.778 0.834
O -1.023 -0.245 1.782
H -0.235 0.384 1.599
H -1.633 -0.080 1.026
O 0.260 -1.875 -0.025
H -0.376 -1.457 0.670
H -0.228 -2.728 0.014
O -0.408 0.388 -1.675
H 0.033 0.895 -1.015
H -0.097 -0.596 -1.583
O 2.704 -0.403 0.079
H 1.857 -1.037 -0.140
H 3.402 -0.323 -0.727
O -2.633 0.043 -0.227
H -1.798 0.331 -0.887
H -3.284 0.693 -0.516

---

What did the sixth record say?
18
Properties=species:S:1:pos:R:3 method="wB97M-V/def2-TZVPD" de_lowest_ev=1.446 homo_lumo_gap_ev=11.4 max_force_ev_per_a=4.11
O 0.819 1.901 0.427
H 1.653 1.330 0.366
H 0.991 2.778 0.834
O -1.023 -0.245 1.782
H -0.235 0.384 1.599
H -1.633 -0.080 1.026
O 0.260 -1.875 -0.025
H -0.376 -1.457 0.670
H -0.228 -2.728 0.014
O -0.408 0.388 -1.675
H 0.033 0.895 -1.015
H -0.097 -0.596 -1.583
O 2.704 -0.403 0.079
H 1.857 -1.037 -0.140
H 3.402 -0.323 -0.727
O -2.633 0.043 -0.227
H -1.798 0.331 -0.887
H -3.284 0.693 -0.516